# 1
C29H23NO3 | ωB97M-V/def2-TZVPD

```
56
Properties=species:S:1:pos:R:3
O 1.540 0.589 -0.940
C 0.550 0.371 -0.268
N 0.107 1.174 0.730
C 0.785 2.295 1.247
C 0.073 3.481 1.385
C 0.680 4.612 1.894
C 2.011 4.559 2.272
C 2.712 3.373 2.159
C 2.119 2.219 1.658
C 2.906 0.940 1.587
C 2.149 -0.263 2.083
C 1.373 -0.189 3.235
C 0.660 -1.289 3.676
C 0.716 -2.483 2.976
C 1.499 -2.572 1.839
C 2.210 -1.470 1.397
C -0.301 -0.818 -0.460
O -1.100 -1.214 0.576
C -1.701 -2.358 0.181
C -2.590 -3.135 0.906
C -3.089 -4.263 0.285
C -2.717 -4.604 -1.018
C -1.832 -3.834 -1.738
C -1.309 -2.693 -1.131
C -0.382 -1.676 -1.523
C 0.199 -1.442 -2.881
O -0.702 -0.650 -3.652
C -0.894 0.622 -3.145
C -2.089 0.918 -2.499
C -2.297 2.183 -1.979
C -1.315 3.153 -2.094
C -0.130 2.860 -2.747
C 0.084 1.600 -3.274
H -0.809 0.980 1.109
H -0.963 3.505 1.078
H 0.120 5.530 1.991
H 2.499 5.438 2.666
H 3.744 3.333 2.477
H 3.822 1.055 2.175
H 3.195 0.767 0.546
H 1.322 0.742 3.782
H 0.056 -1.214 4.569
H 0.151 -3.339 3.315
H 1.547 -3.500 1.287
H 2.809 -1.542 0.501
H -2.872 -2.863 1.911
H -3.783 -4.896 0.816
H -3.138 -5.493 -1.464
H -1.549 -4.097 -2.745
H 1.170 -0.944 -2.788
H 0.303 -2.378 -3.432
H -2.843 0.150 -2.412
H -3.227 2.408 -1.475
H -1.473 4.137 -1.678
H 0.636 3.614 -2.839
H 1.010 1.364 -3.774
```

Kohn-Sham gap   8.732 eV
Highest occupied orbital energy   -8.49 eV

Results of the Löwdin charge analysis, in e, for atoms 1 through 4: 0.09 -0.41 0.17 -0.18


# 2
CH3N2O | ωB97M-V/def2-TZVPD

```
7
Properties=species:S:1:pos:R:3
C -1.267 -0.462 -0.094
N 3.066 0.259 -0.172
N 2.067 0.031 0.216
O -0.981 0.653 0.402
H -2.419 -0.589 -0.086
H -0.449 -0.923 -0.650
H -0.016 1.031 0.384
```

Energy above the lowest of the compared OMol25 structures with the same formula, charge and spin   7.0 kcal per mole
Kohn-Sham gap   12.098 eV
Charge   +1
Highest occupied orbital energy   -19.34 eV

Results of the Löwdin charge analysis, in e, for atoms 1 through 4: 0.21 0.10 0.03 0.16


# 3
ClH2NS | ωB97M-V/def2-TZVPD

```
5
Properties=species:S:1:pos:R:3
S 0.999 -0.694 -0.051
N -0.092 0.542 -0.126
Cl -1.962 -0.096 -0.007
H 1.187 -0.620 1.275
H -0.132 0.867 -1.091
```

Energy above the lowest of the compared OMol25 structures with the same formula, charge and spin   20.5 kcal per mole
Kohn-Sham gap   9.056 eV
Highest occupied orbital energy   -9.66 eV

Results of the Löwdin charge analysis, in e, for atoms 1 through 4: 0.66 -0.76 0.25 -0.13


# 4
C10H7NO2 | ωB97M-V/def2-TZVPD

```
20
Properties=species:S:1:pos:R:3
C -1.697 0.420 -0.114
C -1.917 -0.500 0.856
C 0.364 -1.151 0.988
C 1.512 -1.743 1.491
C 2.648 -1.986 0.739
C 2.746 -1.091 -0.445
C 1.716 -0.236 -0.810
C 0.572 -0.253 -0.131
C -0.458 0.785 -0.566
C -0.317 1.785 -1.545
H -2.162 2.304 -0.463
H -2.945 -0.363 1.549
H 1.727 -2.129 2.852
H 3.611 -2.477 1.453
H 3.529 -1.175 -1.109
H 1.540 0.672 -1.493
H 0.598 1.988 -2.051
N -0.965 -1.257 1.510
O -2.742 1.417 -0.157
O -1.027 2.808 -1.603
```

Energy above the lowest of the compared OMol25 structures with the same formula, charge and spin   135.6 kcal per mole
Kohn-Sham gap   7.694 eV
Highest occupied orbital energy   -9.20 eV

Results of the Löwdin charge analysis, in e, for atoms 1 through 4: -0.24 -0.07 -0.22 -0.11


# 5
C20H39BN3O2 | ωB97M-V/def2-TZVPD

```
65
Properties=species:S:1:pos:R:3
C 1.187 0.695 1.113
C 1.147 1.874 0.150
C -0.177 2.082 -0.650
B 0.228 3.131 -1.770
C 1.311 2.743 -2.859
O -0.294 4.419 -1.811
C -1.242 2.597 0.342
C -2.708 2.508 -0.106
C -3.571 2.673 1.165
C -3.101 3.631 -1.071
N -3.059 1.181 -0.705
O -3.838 1.239 -1.717
C -1.980 0.165 -0.783
C -2.407 -0.935 -1.765
C -1.836 -0.540 0.574
C -0.680 0.765 -1.329
H 0.499 0.805 1.950
H 0.959 -0.253 0.632
H 2.190 0.609 1.536
H 1.265 2.779 0.756
H 2.001 1.802 -0.522
H 1.209 3.324 -3.773
H 2.287 3.008 -2.434
H 1.352 1.675 -3.064
H 0.405 5.077 -1.738
H -1.059 3.658 0.522
H -1.116 2.115 1.311
H -4.595 2.944 0.920
H -3.574 1.737 1.723
H -3.153 3.442 1.815
H -2.718 3.472 -2.075
H -2.641 4.545 -0.701
H -4.176 3.764 -1.078
H -3.389 -1.329 -1.526
H -1.680 -1.738 -1.660
H -2.352 -0.590 -2.795
H -2.772 -1.064 0.764
H -1.025 -1.260 0.548
H -1.705 0.170 1.388
H -0.828 0.944 -2.396
H 0.096 0.002 -1.256
C -1.459 -7.019 -2.821
C -0.534 -5.920 -3.327
C 0.134 -5.135 -2.193
C -0.841 -4.420 -1.371
N -1.609 -3.862 -0.725
H -2.282 -6.606 -2.235
H -1.890 -7.572 -3.655
H -0.918 -7.729 -2.192
H -1.092 -5.233 -3.966
H 0.253 -6.359 -3.944
H 0.837 -4.408 -2.602
H 0.707 -5.808 -1.553
C 5.181 1.149 5.212
C 3.880 0.464 4.811
C 4.107 -0.845 4.047
C 4.792 -0.626 2.774
N 5.312 -0.426 1.770
H 5.769 1.427 4.336
H 4.976 2.059 5.776
H 5.792 0.496 5.837
H 3.278 1.141 4.201
H 3.295 0.238 5.704
H 3.152 -1.331 3.843
H 4.696 -1.538 4.650
```

Kohn-Sham gap (spin up / spin down)   8.048 / 9.334 eV
Highest occupied orbital energy (spin up / spin down)   -7.59 / -8.87 eV
Spin multiplicity   2

Results of the Löwdin charge analysis, in e, for atoms 1 through 4: -0.08 -0.18 -0.30 -0.46


# 6
C5H5N3O | ωB97M-V/def2-TZVPD

```
14
Properties=species:S:1:pos:R:3
C 0.618 -1.958 2.158
C -0.375 0.762 -0.694
C -1.303 -0.018 -0.130
C 0.954 0.588 -0.428
C -1.163 -1.041 0.861
N 1.182 -2.736 2.787
N 0.017 -1.250 1.285
N 1.942 0.074 -1.120
O -2.331 -1.483 1.255
H -0.578 1.657 -1.130
H -2.336 0.315 -0.344
H 2.844 0.293 -0.865
H 1.809 -0.287 -2.071
H -2.382 -2.230 1.855
```

Energy above the lowest of the compared OMol25 structures with the same formula, charge and spin   11.4 kcal per mole
Kohn-Sham gap (spin up / spin down)   5.871 / 8.302 eV
Highest occupied orbital energy (spin up / spin down)   -5.75 / -9.66 eV
Spin multiplicity   3

Results of the Löwdin charge analysis, in e, for atoms 1 through 4: -0.37 -0.12 -0.01 -0.09


> Which formula does entry 2 have?

CH3N2O


Please write out number 4 again, unchanged.
C10H7NO2 | ωB97M-V/def2-TZVPD

```
20
Properties=species:S:1:pos:R:3
C -1.697 0.420 -0.114
C -1.917 -0.500 0.856
C 0.364 -1.151 0.988
C 1.512 -1.743 1.491
C 2.648 -1.986 0.739
C 2.746 -1.091 -0.445
C 1.716 -0.236 -0.810
C 0.572 -0.253 -0.131
C -0.458 0.785 -0.566
C -0.317 1.785 -1.545
H -2.162 2.304 -0.463
H -2.945 -0.363 1.549
H 1.727 -2.129 2.852
H 3.611 -2.477 1.453
H 3.529 -1.175 -1.109
H 1.540 0.672 -1.493
H 0.598 1.988 -2.051
N -0.965 -1.257 1.510
O -2.742 1.417 -0.157
O -1.027 2.808 -1.603
```

Energy above the lowest of the compared OMol25 structures with the same formula, charge and spin   135.6 kcal per mole
Kohn-Sham gap   7.694 eV
Highest occupied orbital energy   -9.20 eV

Results of the Löwdin charge analysis, in e, for atoms 1 through 4: -0.24 -0.07 -0.22 -0.11